Molecular formula: C9H11INO4
Method: DFT, ωB97M-V/def2-TZVPD

Last column: natural (NBO) charge in e.
Element x y z (Å)
C 2.08000 0.96319 -2.01720  -0.636
O -0.69642 0.39894 -0.84619  -0.561
H -0.89373 -1.82498 0.36004  0.237
O 0.16989 -0.50950 2.52075  -0.764
C 0.14177 -1.53645 0.38889  -0.432
H -2.81730 3.31373 -0.29424  0.209
H -1.11197 3.01823 0.02565  0.209
H -0.89773 0.31476 1.91539  0.467
C 0.42720 -0.30535 -0.47648  0.335
C -2.19700 2.08337 1.49756  0.655
C 0.85085 -1.22420 1.75103  0.800
C 0.78446 -2.78925 -0.27632  -0.584
H 2.52288 -0.52325 -0.67301  0.217
C 1.66899 0.04339 -0.93936  -0.265
C -2.08908 2.65140 0.11051  -0.432
N -1.66838 0.83546 1.34390  -0.738
H 2.09645 0.37543 -2.92975  0.209
C -1.72736 0.72272 -0.06941  0.498
H 1.96672 -2.68593 -0.32204  0.214
H 3.12313 1.32991 -1.89874  0.211
H 0.52453 -2.89791 -1.29668  0.191
O 1.93530 -1.74522 1.97295  -0.711
I -3.52041 -0.73751 -0.53426  -0.148
H 1.26967 1.74320 -2.17804  0.212
H 0.58292 -3.69237 0.35557  0.209
O -2.52539 2.67823 2.50951  -0.603

Cartesian forces (eV/Å) of the 2 atoms listed first:
-1.3149 1.3880 -0.5473
-0.2078 0.9333 -1.0838

Output
- LUMO level: 2.49 eV
- Energy above the lowest of the compared OMol25 structures with the same formula, charge and spin: 6.3 kcal/mol
- Net charge: -1
- HOMO: -5.30 eV
- Gap between HOMO and LUMO: 7.789 eV
- M: 324.094 Da